[1]
{"formula": "C36H37BKN7OS5", "method": "wB97M-V/def2-TZVPD", "charge": -2, "relative_energy_ev": 0.425, "e_homo_ev": -1.9, "homo_lumo_gap_ev": 5.79, "elements": ["K", "C", "C", "N", "N", "C", "S", "S", "C", "C", "C", "C", "C", "C", "C", "C", "C", "C", "C", "C", "C", "O", "H", "H", "H", "H", "H", "H", "H", "H", "H", "H", "H", "H", "H", "H", "C", "N", "C", "C", "N", "B", "N", "C", "C", "N", "C", "C", "S", "C", "S", "H", "H", "H", "H", "H", "H", "H", "H", "H", "H", "H", "H", "N", "S", "C", "C", "C", "C", "C", "C", "C", "C", "C", "C", "C", "C", "H", "H", "H", "H", "H", "H", "H", "H", "H", "H", "H"], "coordinates": [[-1.631122, 0.445420, -1.781712], [-3.049027, 2.528173, 2.607059], [-2.499710, 2.201982, 1.233211], [-2.794749, 1.101073, 0.649263], [-3.697835, 0.300923, 1.339868], [-3.404277, -0.955107, 1.335228], [-2.037822, -1.755187, 0.678949], [-4.775305, -1.888294, 2.079638], [-3.916211, -3.302217, 2.824846], [-3.307918, -2.983638, 4.162527], [-1.957857, -2.657911, 4.271717], [-1.405532, -2.348780, 5.508221], [-2.190233, -2.361771, 6.652980], [-3.538639, -2.681317, 6.552712], [-4.088401, -2.986972, 5.317368], [-1.605792, 3.190323, 0.584119], [-0.657796, 3.842984, 1.374513], [0.219792, 4.800021, 0.885800], [0.100956, 5.167132, -0.459673], [-0.820091, 4.553610, -1.273713], [-1.668968, 3.477685, -0.834703], [-2.387487, 2.847643, -1.663752], [-3.009711, 1.659696, 3.264010], [-4.106680, 2.785833, 2.501417], [-2.535992, 3.373043, 3.059909], [-3.158947, -3.618073, 2.106951], [-4.668484, -4.087226, 2.923246], [-1.356881, -2.617010, 3.370531], [-0.356068, -2.087951, 5.569053], [-1.756703, -2.118524, 7.616165], [-4.163360, -2.685761, 7.438784], [-5.145150, -3.218982, 5.237480], [-0.576983, 3.568590, 2.422197], [0.952385, 5.263648, 1.535269], [0.746276, 5.939921, -0.868958], [-0.902464, 4.821240, -2.321872], [0.857463, 2.639977, -3.458146], [1.458711, 1.423259, -3.952889], [2.738385, 0.993700, -3.670723], [2.886876, -0.194338, -4.291864], [1.718335, -0.496614, -4.952698], [1.483541, -1.848053, -5.692426], [0.195604, -2.528425, -5.138364], [-0.887209, -2.852974, -5.922770], [-1.890417, -3.267318, -5.123515], [-1.417570, -3.184004, -3.826275], [-2.192216, -3.465729, -2.640012], [-0.132287, -2.728929, -3.842044], [0.803091, -2.476052, -2.452897], [0.834306, 0.506090, -4.744801], [-0.760277, 0.655716, -5.312012], [1.396977, 2.963205, -2.570123], [-0.184320, 2.471355, -3.195665], [0.883576, 3.422925, -4.219935], [3.395146, 1.545326, -3.019374], [3.708186, -0.887656, -4.282798], [1.307733, -1.668821, -6.882385], [2.461660, -2.539395, -5.480882], [-0.857081, -2.707957, -6.987015], [-2.897360, -3.575102, -5.342275], [-2.982318, -4.167547, -2.907389], [-2.641053, -2.573148, -2.198145], [-1.546818, -3.895947, -1.876833], [0.759127, 0.908177, -0.627588], [1.675024, -0.200332, -0.016193], [1.644431, -0.023848, 1.781918], [2.715047, -0.379439, 2.592487], [2.588065, -0.282405, 3.970243], [1.392790, 0.155980, 4.529841], [0.322374, 0.487102, 3.710940], [0.443113, 0.397778, 2.330513], [3.403345, 0.256924, -0.292333], [3.863507, 1.530188, 0.014984], [5.142904, 1.901485, -0.363472], [5.953865, 1.000161, -1.049061], [5.482884, -0.266197, -1.360277], [4.196212, -0.640516, -0.987831], [0.917070, 1.815905, -0.182498], [3.646244, -0.714717, 2.151347], [3.423836, -0.546966, 4.607078], [1.293561, 0.229293, 5.606346], [-0.619814, 0.802557, 4.142624], [-0.391233, 0.627853, 1.677245], [3.213146, 2.229761, 0.530278], [5.507817, 2.895228, -0.134351], [6.950472, 1.296225, -1.353853], [6.104603, -0.956581, -1.916779], [3.783731, -1.601379, -1.276004]], "forces_ev_per_angstrom": [[0.02, -0.40, -0.20], [-0.04, 0.00, -0.05], [0.00, 0.02, 0.14], [0.02, 0.13, -0.11], [0.01, -0.07, 0.15], [-0.05, 0.09, -0.04], [-0.01, -0.15, 0.06], [0.04, 0.00, -0.01], [-0.02, 0.09, -0.03], [0.00, -0.03, 0.00], [-0.02, 0.04, -0.01], [-0.01, 0.00, -0.01], [0.01, 0.00, 0.00], [0.00, 0.00, 0.00], [0.01, -0.01, 0.00], [0.04, -0.02, -0.01], [0.03, 0.00, 0.01], [0.00, 0.01, -0.01], [-0.01, -0.03, 0.02], [0.03, -0.01, 0.00], [0.07, 0.00, -0.01], [-0.09, 0.27, 0.07], [0.02, 0.01, 0.01], [-0.01, -0.03, 0.01], [-0.01, 0.01, -0.01], [0.03, -0.02, 0.00], [0.00, 0.01, 0.00], [0.01, -0.01, -0.01], [0.01, 0.01, 0.00], [0.00, 0.00, 0.00], [0.00, 0.00, -0.01], [0.00, 0.00, 0.00], [-0.02, -0.01, 0.00], [0.00, 0.00, 0.00], [0.00, 0.00, 0.00], [0.00, 0.01, 0.00], [0.02, 0.04, -0.01], [-0.07, -0.03, 0.00], [0.05, 0.01, 0.00], [0.00, -0.03, 0.05], [0.01, 0.03, -0.04], [0.06, -0.02, -0.02], [-0.05, 0.05, -0.04], [0.02, 0.03, 0.02], [0.00, 0.01, 0.00], [-0.09, 0.01, -0.06], [0.02, -0.09, 0.11], [-0.04, 0.00, -0.03], [0.06, 0.03, 0.08], [0.06, -0.02, 0.10], [-0.04, -0.03, 0.00], [-0.01, -0.01, -0.02], [-0.01, 0.00, -0.01], [0.00, 0.01, 0.00], [-0.02, 0.00, -0.02], [0.00, 0.00, 0.00], [-0.03, -0.02, 0.02], [0.00, 0.03, 0.00], [0.00, -0.01, 0.00], [0.00, 0.00, 0.00], [-0.01, -0.01, 0.04], [0.07, 0.01, -0.10], [0.01, -0.01, -0.02], [0.05, 0.12, 0.03], [-0.04, 0.13, -0.02], [0.09, -0.06, -0.03], [0.02, 0.01, -0.01], [-0.02, 0.01, 0.02], [0.01, -0.03, -0.03], [0.01, 0.00, 0.02], [-0.07, 0.01, -0.01], [-0.05, -0.07, 0.03], [0.00, 0.01, 0.03], [0.01, -0.02, 0.00], [0.00, 0.01, 0.01], [0.01, 0.00, 0.00], [-0.02, 0.00, 0.00], [-0.08, 0.01, -0.02], [-0.01, 0.00, 0.01], [0.00, 0.00, 0.00], [0.00, 0.00, 0.01], [0.00, 0.00, -0.02], [0.01, 0.00, 0.00], [0.01, 0.00, 0.00], [0.00, 0.00, 0.00], [0.00, 0.00, 0.00], [0.00, 0.00, 0.00], [0.01, 0.00, 0.00]]}

[2]
{"formula": "C4H8N4", "method": "wB97M-V/def2-TZVPD", "smiles": "NCC1=NCC=NN1", "relative_energy_ev": 4.042, "e_homo_ev": -8.9, "homo_lumo_gap_ev": 9.73, "elements": ["C", "C", "C", "C", "H", "H", "H", "H", "H", "H", "H", "H", "N", "N", "N", "N"], "coordinates": [[-1.708511, -0.728126, -0.134832], [-0.271181, -0.419642, -0.032839], [1.299323, 1.346173, 0.131009], [2.402986, 0.169170, -0.110447], [-2.340866, 0.889391, 0.842720], [-2.274260, 1.130702, -0.647339], [-1.842641, -1.644780, -0.990377], [-2.121538, -1.170584, 0.820364], [1.367286, 1.784932, 1.240429], [1.758463, 2.197247, -0.592071], [3.270684, 0.377820, -0.716752], [0.436486, -2.548658, 0.113951], [-2.635160, 0.401935, -0.083870], [0.028490, 0.766991, -0.032299], [1.985492, -1.121829, -0.134124], [0.644952, -1.430748, 0.326483]], "forces_ev_per_angstrom": [[-2.35, -3.57, 0.05], [0.12, -2.51, 1.52], [4.24, -0.24, 1.48], [-4.51, -2.79, -0.13], [-1.02, -1.30, -1.55], [0.25, 0.80, -1.55], [-0.15, 2.90, 1.96], [1.37, -0.77, -0.89], [0.05, -0.89, -2.33], [-2.11, -1.60, 1.38], [0.51, -0.20, 0.40], [0.58, 4.26, 0.46], [0.91, 0.88, 1.68], [0.13, 4.30, -1.52], [0.85, 2.96, 0.49], [1.11, -2.23, -1.46]]}

[3]
{"formula": "C5H10O", "method": "wB97M-V/def2-TZVPD", "relative_energy_ev": 3.733, "e_homo_ev": -8.3, "homo_lumo_gap_ev": 9.31, "elements": ["C", "C", "C", "C", "O", "C", "H", "H", "H", "H", "H", "H", "H", "H", "H", "H"], "coordinates": [[-1.258636, -0.287290, 1.335055], [-0.620426, -0.325389, -0.052942], [-0.089475, 1.021539, -0.567811], [0.969425, 0.581107, -1.560729], [1.333271, -0.774322, -1.133987], [0.489476, -1.333296, -0.309169], [-2.203405, 0.266777, 1.299144], [-1.470096, -1.295420, 1.703735], [-0.613006, 0.212498, 2.067326], [-1.372940, -0.720519, -0.757467], [-0.863632, 1.635878, -1.035067], [0.354437, 1.594395, 0.255921], [1.879168, 1.184797, -1.579087], [0.586739, 0.466144, -2.578035], [1.347311, -1.415117, 1.241991], [1.531787, -0.811782, 1.671123]], "forces_ev_per_angstrom": [[-0.01, -0.04, 0.00], [-0.04, -0.01, -0.02], [0.04, 0.04, -0.01], [-0.06, 0.18, -0.13], [-0.19, -0.24, 0.06], [-0.18, 0.19, -0.35], [0.14, -0.10, 0.00], [0.05, 0.11, -0.09], [-0.04, -0.11, -0.21], [-0.03, 0.10, 0.00], [0.12, -0.06, 0.06], [-0.07, -0.13, -0.10], [-0.11, -0.14, 0.03], [0.02, 0.14, 0.07], [0.24, 0.15, 0.47], [0.13, -0.07, 0.21]]}

[4]
{"formula": "C31H38LaN3O4S2", "method": "wB97M-V/def2-TZVPD", "relative_energy_ev": 0.000, "e_homo_ev": -7.1, "homo_lumo_gap_ev": 7.46, "elements": ["La", "C", "C", "C", "C", "C", "C", "C", "C", "C", "C", "H", "H", "H", "H", "H", "H", "H", "H", "H", "H", "H", "H", "H", "H", "H", "C", "O", "C", "C", "O", "C", "H", "H", "H", "H", "H", "H", "H", "H", "H", "H", "N", "C", "C", "C", "C", "C", "C", "S", "O", "O", "N", "C", "S", "C", "C", "N", "H", "H", "H", "H", "H", "H", "H", "H", "C", "C", "C", "C", "C", "C", "C", "C", "H", "H", "H", "H", "H"], "coordinates": [[-0.738473, -0.963141, -0.457986], [0.203655, -2.450509, 1.971948], [-0.981377, -3.111834, 1.595192], [-0.786843, -3.677163, 0.304601], [0.521761, -3.326486, -0.125541], [1.134228, -2.577880, 0.912554], [2.549959, -2.086244, 0.877904], [1.234621, -3.881097, -1.328492], [-1.706814, -4.620090, -0.411104], [-2.202678, -3.281410, 2.444341], [0.456063, -1.761123, 3.275058], [2.882199, -1.893466, -0.146502], [3.246656, -2.825262, 1.288025], [2.676277, -1.157393, 1.435311], [1.458865, -3.153706, -2.115575], [0.646701, -4.679792, -1.786354], [2.189985, -4.328750, -1.043171], [-1.733881, -4.445875, -1.488084], [-2.737455, -4.531353, -0.060233], [-1.413044, -5.664740, -0.263972], [-3.025360, -2.602079, 2.191452], [-1.970740, -3.103664, 3.494735], [-2.606954, -4.293096, 2.369611], [-0.040674, -0.792870, 3.342698], [1.519595, -1.567741, 3.413120], [0.124232, -2.371446, 4.119202], [-4.181073, -0.476779, 0.368990], [-3.370382, -0.947321, -0.698103], [-4.111573, -1.349235, -1.841313], [-3.178300, -1.389633, -3.031125], [-2.059113, -2.182686, -2.671310], [-1.307569, -2.608864, -3.807834], [-4.882028, -1.255206, 0.685695], [-4.720090, 0.423188, 0.063891], [-3.521622, -0.219836, 1.196679], [-4.914214, -0.627115, -2.029726], [-4.558009, -2.332914, -1.653383], [-2.849500, -0.385945, -3.319564], [-3.708847, -1.844787, -3.877012], [-0.933561, -1.750084, -4.369198], [-1.938338, -3.233117, -4.448365], [-0.469599, -3.191969, -3.436850], [4.577582, 4.586685, -1.741108], [3.559626, 3.694461, -2.001788], [3.394115, 2.555532, -1.209866], [2.397032, 1.643341, -1.486858], [1.551781, 1.849560, -2.567216], [1.717687, 2.968928, -3.377047], [2.708779, 3.887174, -3.096441], [0.262919, 0.728659, -2.958369], [0.685773, -0.611508, -2.448578], [0.031857, 0.788675, -4.375479], [-1.028845, 0.998057, -2.098297], [-1.377619, 2.062955, -1.311248], [-1.037455, 3.715598, -1.629523], [-1.850396, 4.129141, -0.165796], [-2.314849, 3.005073, 0.431080], [-2.072268, 1.826078, -0.223500], [4.965898, 4.575088, -0.812834], [4.484046, 5.508209, -2.132814], [4.054530, 2.380603, -0.369597], [2.275668, 0.779432, -0.848019], [1.077861, 3.110495, -4.236863], [2.837381, 4.752470, -3.733229], [-1.922261, 5.140861, 0.190049], [-2.842733, 2.988841, 1.372439], [0.459689, 0.622642, 1.097413], [0.907068, 1.314395, 1.997088], [1.430748, 2.125444, 3.050171], [0.906518, 2.042207, 4.343585], [1.415614, 2.825106, 5.364894], [2.457736, 3.707807, 5.118916], [2.984866, 3.800334, 3.839178], [2.477951, 3.019674, 2.814729], [0.095918, 1.351720, 4.536760], [0.994913, 2.743872, 6.358674], [2.855579, 4.318860, 5.918330], [3.796748, 4.487430, 3.635902], [2.883861, 3.096638, 1.815013]], "forces_ev_per_angstrom": [[-0.64, -0.43, 0.90], [0.20, 0.38, -0.31], [-0.19, -0.05, -0.59], [0.16, 0.16, -0.07], [0.19, -0.56, 0.26], [-0.11, 0.01, -0.24], [0.17, 0.05, 0.00], [0.03, -0.15, -0.16], [-0.21, -0.09, -0.05], [-0.23, 0.00, 0.15], [0.02, -0.01, 0.23], [-0.07, 0.00, -0.01], [-0.04, -0.01, 0.04], [-0.05, -0.01, 0.03], [-0.01, 0.10, 0.07], [-0.02, 0.03, -0.01], [0.00, 0.03, 0.03], [0.04, 0.02, 0.01], [0.02, 0.04, 0.04], [0.03, 0.01, 0.04], [0.05, 0.01, -0.04], [0.02, 0.00, 0.02], [0.03, -0.02, -0.01], [-0.05, -0.04, -0.01], [0.01, 0.00, -0.02], [0.00, -0.05, -0.02], [-0.03, -0.03, 0.04], [0.09, 0.00, 0.11], [0.02, 0.03, -0.09], [-0.20, -0.08, 0.04], [0.11, 0.04, 0.04], [-0.06, 0.04, -0.01], [0.01, 0.03, -0.01], [0.00, -0.03, 0.01], [-0.02, 0.00, -0.01], [0.04, -0.03, -0.02], [0.05, 0.03, -0.02], [-0.01, -0.01, 0.06], [0.03, 0.02, 0.04], [0.01, -0.02, -0.01], [0.03, 0.01, 0.00], [0.02, 0.01, -0.02], [0.08, 0.06, 0.02], [-0.07, 0.00, -0.03], [-0.04, -0.05, 0.02], [0.00, -0.08, 0.16], [-0.06, 0.10, -0.22], [0.10, 0.04, -0.05], [-0.05, -0.10, 0.02], [0.34, -0.27, 0.08], [0.25, 0.31, -0.42], [-0.07, -0.02, 0.10], [-0.04, 0.18, -0.02], [-0.08, -0.67, -0.31], [-0.02, 0.30, 0.21], [-0.09, -0.13, 0.16], [-0.03, 0.21, -0.04], [0.20, 0.18, -0.18], [-0.01, 0.00, -0.02], [0.00, 0.00, 0.01], [0.02, 0.01, 0.01], [-0.01, 0.01, -0.01], [-0.04, -0.02, -0.02], [0.01, 0.04, -0.01], [0.03, 0.07, -0.02], [-0.02, 0.00, 0.03], [0.13, 0.15, -0.05], [0.03, 0.15, -0.06], [0.02, 0.07, 0.13], [-0.01, -0.04, -0.02], [0.00, 0.01, 0.03], [0.00, 0.02, 0.05], [0.04, 0.03, -0.01], [0.01, 0.01, -0.02], [-0.01, 0.00, 0.00], [0.01, 0.01, 0.03], [0.00, 0.01, 0.01], [0.01, 0.01, 0.01], [-0.01, -0.01, -0.04]]}

[5]
{"formula": "C3H3N3O2", "method": "wB97M-V/def2-TZVPD", "smiles": "O=Cc1ncnn1O", "relative_energy_ev": 4.689, "e_homo_ev": -10.3, "homo_lumo_gap_ev": 9.70, "elements": ["C", "C", "C", "H", "H", "H", "N", "N", "N", "O", "O"], "coordinates": [[-1.804794, 0.483201, 0.222136], [0.193649, 0.290050, -0.467780], [1.540592, 0.495650, -1.185289], [0.303603, -1.722167, 2.021904], [-2.879370, 0.750116, 0.392268], [2.549441, 0.166488, -0.673409], [0.006162, -0.381504, 0.681786], [-1.224013, -0.388950, 1.042821], [-0.958514, 0.847500, -0.772924], [0.764207, -1.468439, 1.166914], [1.509037, 0.928056, -2.428427]], "forces_ev_per_angstrom": [[-0.28, -0.78, -0.18], [1.75, 0.57, -0.75], [-0.42, 0.99, -5.40], [0.50, 0.65, -1.33], [1.39, -0.14, -0.65], [-2.01, 0.73, -0.83], [1.43, -2.58, 0.46], [-1.90, 0.88, 1.25], [-0.65, 1.19, -0.04], [-0.28, 0.71, 0.56], [0.47, -2.21, 6.91]]}

[6]
{"formula": "CH2N2O3S", "method": "wB97M-V/def2-TZVPD", "relative_energy_ev": 2.225, "e_homo_ev": -10.4, "homo_lumo_gap_ev": 10.11, "elements": ["C", "N", "N", "O", "O", "O", "S", "H", "H"], "coordinates": [[0.903850, -0.506404, 1.019835], [1.797916, -0.280609, 0.231368], [-0.747249, 0.023225, -0.266867], [-0.257301, 0.863714, -1.204470], [0.205518, -0.851455, 1.877003], [-3.129441, 0.560755, -0.822897], [-2.211254, -0.240289, -0.087735], [0.665365, 0.891383, -1.097059], [2.772594, -0.460319, 0.350821]], "forces_ev_per_angstrom": [[1.31, -1.31, 1.03], [-0.38, 0.79, -1.00], [1.73, 0.35, -1.30], [-3.28, 0.63, -0.79], [-0.26, -0.02, 0.92], [-1.23, 0.74, -1.06], [-0.46, -0.64, 1.13], [2.40, -0.47, 0.73], [0.17, -0.09, 0.33]]}